24
Properties=species:S:1:pos:R:3 method="wB97M-V/def2-TZVPD" energy_ha=-1312.82473 e_above_lowest_kj_mol=513.42 orbital_gap_ev="6.91 / 6.91" e_homo_ev="-6.9 / -6.9" largest_force_ev_per_a=4.08
S -1.615 3.178 -1.108
S -0.256 1.736 1.371
O 0.815 -0.633 2.135
O 0.244 -1.404 -1.204
N -0.672 0.639 -1.020
C 2.979 -1.070 2.904
C -0.930 0.065 -3.344
C -1.494 0.305 -2.175
C -0.807 1.854 -0.361
C -2.929 0.068 -1.886
C -0.006 0.053 1.402
C 1.939 0.062 2.838
C 0.252 -0.186 -0.584
H -3.504 0.952 -1.378
H -1.617 -0.123 -4.208
H -3.410 -0.133 -2.817
H 0.043 0.325 -3.561
H -3.179 -0.778 -1.065
H 4.059 -0.995 2.739
H 0.974 -1.914 -0.786
H 1.541 0.367 3.783
H 2.183 0.898 2.289
H 2.773 -1.473 3.888
H 2.618 -1.789 2.149

22
Properties=species:S:1:pos:R:3 method="wB97M-V/def2-TZVPD" energy_ha=-839.50583 e_above_lowest_kj_mol=286.22 smiles="Cc1cccc([S@@H](=N)=O)c1C" orbital_gap_ev=9.86 e_homo_ev=-9.2 largest_force_ev_per_a=3.71
S -0.682 2.627 1.007
O 0.036 2.680 2.286
N -2.227 2.638 0.798
C 0.615 -2.401 -0.333
C 0.027 1.302 -0.058
C 0.469 -0.951 -0.684
C 0.156 1.791 -1.379
C 0.637 -0.545 -1.995
C 0.056 0.025 0.347
C 0.064 -0.373 1.806
C 0.653 0.840 -2.280
H -0.724 -1.123 1.988
H 0.956 -0.830 2.061
H 1.671 -2.650 0.033
H 0.822 1.075 -3.311
H 0.194 2.853 -1.570
H -0.131 0.466 2.522
H -2.653 1.974 1.394
H -0.177 3.638 0.296
H 0.337 -2.850 -1.218
H 0.844 -1.344 -2.743
H -0.194 -2.585 0.309

21
Properties=species:S:1:pos:R:3 method="wB97M-V/def2-TZVPD" energy_ha=-764.07046 e_above_lowest_kj_mol=731.92 orbital_gap_ev="6.51 / 6.67" e_homo_ev="-7.5 / -7.6" largest_force_ev_per_a=3.09
S 0.430 -0.785 1.270
N -2.266 2.040 -2.047
C 1.026 -2.138 0.330
C -2.173 0.433 -0.284
C -0.456 2.103 -0.450
C -1.033 1.037 0.207
C 2.394 -2.012 -0.309
C -1.100 2.531 -1.602
C 1.459 -0.473 2.495
C -2.820 1.116 -1.295
H -0.886 3.469 -2.250
H 2.507 -0.483 2.228
H 2.873 -2.923 -0.098
H -0.604 -1.390 1.905
H -3.846 0.880 -1.722
H 1.072 0.301 3.111
H 2.374 -1.924 -1.501
H 2.987 -1.207 0.206
H 0.262 -2.630 -0.217
H 0.431 2.511 -0.061
H -2.628 -0.456 0.082

21
Properties=species:S:1:pos:R:3 method="wB97M-V/def2-TZVPD" energy_ha=-764.25835 e_above_lowest_kj_mol=238.61 orbital_gap_ev="7.68 / 7.68" e_homo_ev="-7.6 / -7.6" largest_force_ev_per_a=4.40
S -4.070 -0.138 0.059
N -3.213 -1.444 0.292
C -1.927 -1.339 0.209
C -1.009 -2.563 0.181
C -2.794 2.279 -0.378
C -0.192 0.579 0.018
C -1.387 0.007 0.068
C 2.311 0.960 -0.266
C -2.706 0.994 -0.112
C 1.155 -0.090 -0.017
H 2.407 1.193 -1.376
H 1.060 -0.749 -0.859
H -3.680 2.719 -0.664
H 1.397 -0.692 0.911
H -2.087 3.097 -0.331
H -0.805 -2.584 1.245
H 3.183 0.560 0.175
H -0.115 1.608 0.012
H -1.645 -3.329 -0.198
H 2.236 1.713 0.452
H -0.259 -2.255 -0.627

Copy entry 2 word for word.
22
Properties=species:S:1:pos:R:3 method="wB97M-V/def2-TZVPD" energy_ha=-839.50583 e_above_lowest_kj_mol=286.22 smiles="Cc1cccc([S@@H](=N)=O)c1C" orbital_gap_ev=9.86 e_homo_ev=-9.2 largest_force_ev_per_a=3.71
S -0.682 2.627 1.007
O 0.036 2.680 2.286
N -2.227 2.638 0.798
C 0.615 -2.401 -0.333
C 0.027 1.302 -0.058
C 0.469 -0.951 -0.684
C 0.156 1.791 -1.379
C 0.637 -0.545 -1.995
C 0.056 0.025 0.347
C 0.064 -0.373 1.806
C 0.653 0.840 -2.280
H -0.724 -1.123 1.988
H 0.956 -0.830 2.061
H 1.671 -2.650 0.033
H 0.822 1.075 -3.311
H 0.194 2.853 -1.570
H -0.131 0.466 2.522
H -2.653 1.974 1.394
H -0.177 3.638 0.296
H 0.337 -2.850 -1.218
H 0.844 -1.344 -2.743
H -0.194 -2.585 0.309